Record 1
Computed, not measured: a structure of composition C29H42CeF3N8SSi, with ωB97M-V/def2-TZVPD.

ΔE to the lowest compared entry with this formula, charge and spin in kJ/mol: 0.0
Kohn-Sham gap (spin up / spin down) in eV: 6.972 / 6.946
HOMO level (spin up / spin down) in eV: -6.9 / -6.8

```
! RIJCOSX wB97M-V def2-TZVPD def2/J DEFGRID3
* xyz 0 2
Ce -0.145 0.244 0.550
S -2.591 0.818 -1.071
Si 2.307 0.988 -0.956
F -4.903 2.907 -1.739
F -4.267 4.484 -3.075
F -3.733 2.439 -3.512
N -0.275 -2.397 1.790
N -1.701 -3.228 -3.268
N -2.521 -0.576 1.943
N 0.641 -3.700 -2.832
N -0.888 2.652 -0.306
N 1.847 -0.299 2.437
N -0.409 -1.737 -1.829
N 0.015 -1.816 -4.231
C -1.726 -2.354 -2.101
C -2.614 -3.013 2.390
C -0.273 1.459 2.810
C -0.258 3.112 5.135
C -0.037 -0.969 -3.044
C -1.311 2.354 3.122
C -2.062 4.777 -1.620
C 3.171 0.653 4.162
C 3.452 2.089 0.150
C 2.882 -1.079 2.119
C -1.299 -2.427 -4.429
C 1.967 0.580 3.449
C 0.991 -2.880 -3.999
C 4.226 -0.174 3.838
C 3.633 -0.224 -1.684
C 0.576 -2.823 -1.669
C -0.374 3.878 -0.229
C -3.305 -1.804 1.765
C 4.088 -1.070 2.785
C -2.008 2.431 -1.034
C -1.312 -3.442 1.725
C 0.801 1.453 3.732
C -2.617 3.518 -1.710
C -1.319 3.170 4.243
C 0.795 2.254 4.880
C -3.874 3.321 -2.506
C -0.692 -4.265 -3.055
C -0.913 4.974 -0.864
C 2.041 2.174 -2.463
H -2.524 5.602 -2.145
H 3.292 1.370 4.958
H -2.029 -2.942 -1.230
H -2.426 -0.361 2.930
H -0.658 -4.916 -3.931
H 1.613 3.126 -2.136
H -1.500 -3.675 0.675
H -2.038 -1.640 -4.591
H -3.304 -3.857 2.344
H -2.454 -1.560 -2.266
H 1.038 -3.518 -4.883
H 1.359 1.758 -3.212
H 4.100 -0.827 -0.897
H -2.426 -2.802 3.449
H -3.444 -1.961 0.692
H 3.897 1.517 0.971
H 0.636 -2.825 1.657
H -0.256 -2.005 2.727
H 4.894 -1.723 2.481
H -0.974 -4.866 -2.186
H 4.268 2.526 -0.433
H 0.944 -0.517 -2.893
H 0.518 3.971 0.383
H -0.460 5.950 -0.776
H -2.166 2.428 2.449
H 0.301 -3.422 -0.795
H 3.219 -0.920 -2.422
H 2.734 -1.736 1.266
H -1.263 -3.071 -5.310
H 1.561 -2.380 -1.500
H -0.976 -4.365 2.208
H -2.145 3.849 4.422
H -0.779 -0.182 -3.188
H 1.973 -2.434 -3.831
H 4.430 0.338 -2.180
H 1.602 2.214 5.600
H 5.154 -0.115 4.391
H -4.302 -1.720 2.211
H 2.888 2.913 0.601
H -3.039 0.197 1.531
H 2.989 2.393 -2.962
H -0.251 3.734 6.022
*
```

***

Record 2
Computed, not measured: a cluster of 7 separate species, C29H42F5N2O19 in total, with ωB97M-V/def2-TZVPD.

Kohn-Sham gap (spin up / spin down) in eV: 9.149 / 9.185
HOMO level (spin up / spin down) in eV: -9.1 / -9.6

```
! RIJCOSX wB97M-V def2-TZVPD def2/J DEFGRID3
* xyz 0 2
F 2.867 0.352 2.389
F 3.815 1.787 0.743
F 1.872 3.089 2.676
F 1.621 3.329 0.291
F 2.163 0.219 0.045
O -3.362 4.333 0.516
O -3.023 -5.055 -6.184
O 2.567 -4.004 1.144
O -4.631 0.888 -3.118
O 4.706 6.510 7.144
O -5.576 4.725 0.654
O 3.759 4.996 5.714
O 5.691 0.007 -2.286
O 0.547 -4.632 2.015
O -5.789 -1.053 -2.763
O 4.821 6.798 4.878
O -5.043 -5.683 -5.312
O 7.528 1.247 -2.683
O 7.364 -0.845 -3.592
O -3.143 -6.871 -4.856
O 2.447 -5.820 2.472
O -4.440 4.011 2.507
O -4.372 -0.910 -4.508
O -2.197 -2.033 1.375
N -1.855 -0.728 1.567
N -0.843 3.200 1.977
C 6.586 2.093 -2.053
C -0.584 -1.154 -0.733
C -5.145 5.217 -0.601
C 3.896 -4.395 1.433
C 1.466 2.363 1.416
C 4.451 6.135 6.012
C -0.121 1.879 1.625
C 1.748 -4.803 1.888
C -3.842 -5.854 -5.439
C -4.764 -2.266 -4.402
C -0.811 1.351 0.252
C -4.907 -0.257 -3.435
C -1.694 -5.446 -5.894
C 4.543 5.939 3.789
C 3.481 5.035 4.327
C -4.458 4.329 1.330
C 2.511 1.139 1.150
C -2.919 0.027 -0.584
C 3.744 -5.804 1.906
C -0.837 -0.589 2.660
C -0.295 0.930 2.944
C -1.636 -1.031 4.065
C 6.902 0.056 -2.913
C 5.624 1.133 -1.431
C -5.999 -2.201 -3.563
C -1.846 -6.855 -5.421
C -1.471 -0.130 0.249
C 0.430 -1.664 2.568
C -3.831 4.536 -0.804
H 5.928 0.831 -0.423
H -3.686 0.478 0.209
H -3.935 3.563 -1.295
H 4.202 6.510 2.921
H -3.336 -1.056 -0.852
H 4.606 1.530 -1.392
H -0.697 3.908 1.210
H 6.113 2.725 -2.813
H -6.904 -2.055 -4.161
H -1.653 2.132 -0.076
H 4.496 -6.076 2.652
H 3.528 4.033 3.894
H -0.988 -0.826 5.026
H -1.094 -7.127 -4.675
H -5.046 6.306 -0.538
H -6.125 -3.091 -2.939
H -1.869 2.999 2.082
H 3.781 -6.527 1.085
H 1.133 -1.484 1.651
H 0.022 -2.784 2.613
H -2.622 -0.369 4.078
H 7.073 2.733 -1.312
H 5.457 5.397 3.523
H 2.474 5.440 4.180
H -1.810 -7.578 -6.243
H -3.128 5.149 -1.375
H -1.328 -1.687 -1.500
H -2.815 0.697 -1.541
H 4.298 -3.734 2.209
H 1.082 -1.538 3.558
H -5.868 4.970 -1.383
H -3.959 -2.830 -3.920
H -1.065 -5.372 -6.786
H 4.525 -4.320 0.542
H 0.685 0.847 3.621
H 0.194 -0.584 -1.400
H -1.103 1.436 3.663
H -1.292 -4.786 -5.119
H 0.013 1.438 -0.608
H -4.955 -2.693 -5.390
H -1.987 -2.151 4.024
H -0.065 -2.021 -0.145
*
```

***

Record 3
Computed, not measured: a structure of composition C29H42N2O5PS2Ti, with ωB97M-V/def2-TZVPD.

ΔE to the lowest compared entry with this formula, charge and spin in kJ/mol: 0.0
Kohn-Sham gap in eV: 5.954
HOMO level in eV: -16.1

```
! RIJCOSX wB97M-V def2-TZVPD def2/J DEFGRID3
* xyz 3 1
Ti 0.101 0.864 0.663
S 0.408 0.544 3.039
S 2.436 0.450 0.559
P -0.377 2.879 -0.818
O 0.432 4.126 -1.077
O -0.586 2.568 0.742
O 0.364 1.512 -1.094
O -1.230 -0.471 0.366
O -1.696 2.904 -1.551
N 2.651 0.471 4.463
N 4.050 -0.677 2.344
C 1.257 -1.451 6.412
C 2.019 -2.403 8.482
C -2.223 -1.243 0.287
C 7.469 -0.997 1.739
C 1.828 4.689 -0.758
C -3.847 3.354 -2.513
C 1.290 -2.511 7.303
C -2.663 5.167 -1.226
C -2.133 -2.441 -0.562
C 2.800 3.892 -1.597
C 1.940 0.863 5.719
C -1.786 4.428 -3.484
C 2.049 4.540 0.730
C 2.689 -0.177 7.874
C 8.652 1.094 1.670
C 6.294 1.041 1.213
C 8.652 -0.280 1.863
C 2.950 -0.039 2.129
C -3.456 -0.928 1.028
C 1.716 6.131 -1.188
C 4.462 -0.975 3.733
C -2.542 4.052 -2.235
C 4.094 0.184 4.615
C 7.473 1.755 1.345
C 2.714 -1.238 8.770
C 5.005 -1.114 1.283
C 2.091 0.340 3.308
C 6.289 -0.339 1.413
C 1.961 -0.282 6.694
H 4.520 -0.981 0.319
H -3.119 4.816 -0.300
H -4.330 3.037 -1.590
H -3.296 -0.200 1.818
H 1.251 5.016 1.299
H -3.925 -1.838 1.403
H 5.540 -1.119 3.728
H -3.059 -2.567 -1.128
H 0.663 -1.527 5.506
H 9.572 -0.795 2.103
H 2.485 1.725 6.107
H 2.676 6.621 -1.022
H -2.082 -3.311 0.106
H -1.637 3.563 -4.129
H 4.263 -0.065 5.661
H 0.735 -3.415 7.092
H 1.480 6.204 -2.248
H 3.221 0.739 8.107
H 2.128 3.489 1.017
H 9.574 1.651 1.764
H 7.473 -2.072 1.878
H -1.699 5.630 -1.017
H -2.383 5.156 -4.035
H 0.962 6.659 -0.607
H -4.512 4.059 -3.014
H 5.380 1.556 0.928
H 0.937 1.177 5.447
H -3.703 2.500 -3.172
H 3.802 4.298 -1.449
H 2.035 -3.227 9.182
H -4.159 -0.511 0.294
H -1.266 -2.424 -1.214
H 2.812 2.840 -1.309
H 5.166 -2.180 1.447
H 2.987 5.030 0.991
H 2.560 3.971 -2.656
H -3.313 5.935 -1.645
H -0.827 4.888 -3.253
H 7.483 2.824 1.179
H 3.269 -1.150 9.694
H 4.656 1.086 4.360
H 3.973 -1.900 4.047
*
```

***

Record 4
Computed, not measured: a structure of composition C29H43BBr2MoN7O6S4, with ωB97M-V/def2-TZVPD.

ΔE to the lowest compared entry with this formula, charge and spin in kJ/mol: 106.6
Kohn-Sham gap (spin up / spin down) in eV: 6.883 / 7.698
HOMO level (spin up / spin down) in eV: -10.8 / -11.2

```
! RIJCOSX wB97M-V def2-TZVPD def2/J DEFGRID3
* xyz 1 3
Mo 0.058 -1.022 -0.171
Br -2.655 -4.268 -0.843
Br -3.810 -1.703 0.713
S -0.620 0.711 1.436
S -1.523 -0.324 -2.810
S 1.482 -0.239 -1.932
S 2.119 -1.215 1.249
O -1.009 0.831 -3.481
O -0.996 -1.630 -3.111
O -1.342 -0.116 -1.258
O -0.659 -2.519 1.259
O 0.126 -4.548 1.159
O 0.727 -3.027 -0.282
N 0.058 -3.446 0.739
N 3.308 1.106 -0.439
N 0.987 2.350 -0.070
N 2.346 1.405 1.904
N 4.216 -0.526 -1.580
N 2.061 0.159 3.675
N -1.143 2.865 -0.207
C 5.216 -2.743 -1.455
C 4.668 1.141 -0.214
C 4.555 -1.744 -2.407
C 3.053 0.079 -1.265
C -3.967 -1.525 -2.975
C 2.158 0.144 2.328
C 0.852 3.357 -0.997
C -3.172 4.157 -0.714
C -3.918 0.879 -3.209
C -0.452 3.684 -1.077
C 1.823 -0.915 4.707
C 5.521 -1.293 -3.501
C 3.020 -0.898 5.658
C -5.341 -1.502 -3.135
C -2.502 3.691 1.646
C -2.566 3.121 0.229
C -3.710 -3.628 0.641
C -6.024 -0.301 -3.319
C 2.166 1.475 4.092
C 0.529 -0.551 5.436
C 3.353 -2.418 -3.054
C -0.246 2.040 0.378
C -3.433 1.862 0.190
C 5.229 0.139 -0.911
C 1.671 -2.314 4.128
C -7.519 -0.293 -3.474
C -3.267 -0.328 -2.998
C -5.294 0.886 -3.361
C 2.337 2.238 2.999
B 2.412 1.992 0.472
H 2.562 -2.645 3.600
H -0.303 -0.500 4.731
H -3.261 1.287 -0.716
H 1.509 -2.987 4.970
H 6.432 -0.854 -3.096
H 3.938 -1.139 5.121
H 2.988 3.043 0.572
H 2.836 -1.771 -3.758
H -3.510 3.923 1.987
H 4.534 -2.999 -0.642
H 3.145 0.067 6.148
H -4.479 2.168 0.210
H -3.182 3.802 -1.745
H -3.435 -2.456 -2.848
H 2.469 3.301 2.901
H -8.003 -0.452 -2.508
H 0.308 -1.321 6.175
H -3.342 1.792 -3.280
H 2.131 1.754 5.128
H -5.894 -2.433 -3.131
H -1.909 4.607 1.671
H -2.069 2.967 2.337
H -0.931 4.424 -1.687
H -5.809 1.823 -3.535
H 0.600 0.402 5.961
H -7.847 -1.091 -4.139
H -2.656 5.116 -0.664
H 2.871 -1.648 6.434
H -3.252 1.220 1.047
H 5.043 -0.564 -4.157
H -3.246 -3.971 1.556
H -7.873 0.656 -3.874
H 6.141 -2.359 -1.027
H 2.639 -2.788 -2.321
H -4.715 -4.010 0.524
H 1.703 3.770 -1.508
H 5.806 -2.157 -4.100
H 6.260 -0.145 -1.001
H -4.202 4.328 -0.406
H 0.811 -2.390 3.467
H 5.115 1.884 0.422
H 3.737 -3.274 -3.608
H 5.455 -3.653 -2.003
*
```

***

Number 1: electronic energy -3030.78326 Eh. Number 2: electronic energy -3168.37597 Eh. Number 3: electronic energy -3602.51138 Eh. Number 4: electronic energy -8799.33847 Eh.